DFT (ωB97M-V/def2-TZVPD) results for 3 unconnected molecules or ions with the total composition C33H61Cl3FIN2O11P2S at a distorted geometry.

Computed properties:
Lowest unoccupied orbital energy in eV: -0.92
HOMO energy in eV: -7.150
SMILES string: C#C[N@@+]1(C[C@@H](C)I)[C@](CCOCC)(CSCC)[C@H](C(=O)[O-])N(Cl)[C@@H](F)[C@]1(CCCCCCC)/C(Cl)=C(/C)Cl.COP(=O)(OC)OC.COP(=O)(OC)OC
Kohn-Sham gap in eV: 6.2

Geometry as XYZ:
```
115
C33H61Cl3FIN2O11P2S ωB97M-V/def2-TZVPD
C -2.1989 -0.0255 -0.8335
C -1.1809 0.6929 -1.3045
N 0.0016 1.5638 -1.7249
C 0.6315 1.7439 -0.3746
C -0.1384 2.2941 0.8887
C -1.4774 3.1258 0.8714
I -0.5519 0.6319 2.3389
C 0.7604 0.5693 -2.6382
C 0.6750 -0.9901 -2.2333
C -0.4663 -1.9686 -2.8242
O -0.6616 -3.0674 -1.8474
C -2.0405 -3.5354 -1.8849
C -2.3155 -4.6488 -3.0571
C 2.3988 0.8251 -2.5785
S 3.3517 -0.0497 -1.2455
C 4.2948 1.1563 -0.1749
C 5.4820 0.3192 0.5819
C 0.2755 0.6041 -4.1714
C 0.9713 -0.3831 -5.2211
O 2.0756 -1.0300 -5.1795
O 0.1668 -0.6613 -6.3839
N 0.2309 1.9436 -4.8548
Cl 1.6129 2.1613 -5.9238
C 0.3664 3.0429 -3.8915
F 0.1389 4.3967 -4.4522
C -0.4535 2.8534 -2.4381
C -1.9308 2.8300 -3.0296
C -3.2990 2.7648 -2.2067
C -4.3598 1.6792 -2.8726
C -5.7916 1.9380 -2.1684
C -5.9607 1.1285 -0.7424
C -6.9960 1.8733 0.2791
C -6.1095 2.3806 1.5644
C 0.1747 4.2213 -1.8420
Cl 2.0100 4.5253 -1.5298
C -0.4674 5.4781 -1.5695
C 0.2974 6.8275 -1.0226
Cl -2.2126 5.7652 -1.8393
H -3.1164 -0.7036 -0.6790
H 0.8556 0.6327 -0.0451
H 1.7048 2.1699 -0.3488
H 0.6256 2.9246 1.5209
H -1.4381 3.9329 1.7196
H -2.3633 2.4285 1.1894
H -1.8175 3.6642 -0.0695
H 1.6061 -1.5017 -2.7396
H 0.7744 -1.2383 -1.1164
H -1.4761 -1.4546 -3.0708
H -0.1553 -2.5140 -3.8127
H -2.2249 -4.1027 -0.8831
H -2.8317 -2.6926 -1.9263
H -3.4550 -4.8955 -2.9877
H -1.6785 -5.5903 -2.8651
H -2.0838 -4.1590 -4.0831
H 2.9098 0.7042 -3.5995
H 2.5988 1.9505 -2.3068
H 4.7572 1.9916 -0.8525
H 3.6126 1.6647 0.6177
H 5.4992 -0.7940 0.2288
H 5.2635 0.4066 1.7232
H 6.5275 0.8197 0.4276
H -0.8521 0.2776 -4.1812
H 1.5221 3.1022 -3.7308
H -2.0973 1.9708 -3.8142
H -2.1061 3.7688 -3.7152
H -3.2619 2.4638 -1.1043
H -3.9590 3.7323 -2.2447
H -3.9771 0.5993 -2.8360
H -4.4976 1.9550 -4.0011
H -6.6666 1.6793 -2.9016
H -5.9773 3.0591 -1.8835
H -4.9077 1.0780 -0.2461
H -6.3186 0.0607 -1.0432
H -7.7540 1.0597 0.6356
H -7.5447 2.7758 -0.2029
H -6.8123 2.6732 2.4393
H -5.4082 1.4925 1.8564
H -5.3917 3.2541 1.2689
H 0.7215 6.5699 0.0351
H -0.4067 7.7281 -0.9294
H 1.1481 7.1602 -1.7536
C 0.7534 -6.4250 3.3615
O 1.6633 -6.9475 2.4075
P 1.4178 -6.5309 0.8793
O -0.0046 -6.4993 0.4535
O 2.3478 -7.5541 0.0682
C 2.0105 -8.9283 0.1698
O 2.1991 -5.1395 0.7473
C 2.1210 -4.4758 -0.5057
H -0.1787 -6.9930 3.3229
H 1.1907 -6.5297 4.3560
H 0.5513 -5.3679 3.1715
H 0.9363 -9.0760 0.0329
H 2.3134 -9.3110 1.1469
H 2.5445 -9.4788 -0.6075
H 1.2653 -3.7978 -0.5027
H 2.0212 -5.1859 -1.3306
H 3.0339 -3.8949 -0.6530
C 1.1737 0.7899 5.4205
O 1.9980 0.0458 6.3033
P 3.4536 0.6455 6.6003
O 4.1455 1.2363 5.4266
O 4.2187 -0.5799 7.2948
C 4.4151 -1.7350 6.4944
O 3.1948 1.6547 7.8172
C 4.3099 2.3987 8.2822
H 1.4926 0.6128 4.3921
H 0.1424 0.4514 5.5345
H 1.2240 1.8584 5.6454
H 4.7874 -1.4628 5.5036
H 3.4739 -2.2805 6.3971
H 5.1492 -2.3793 6.9826
H 4.3670 3.3434 7.7373
H 5.2438 1.8456 8.1531
H 4.1724 2.6095 9.3445
```

These are the Mulliken partial charges, in e, on atoms 1 to 4: number 1, C, carries -1.296; number 2, C, carries 0.520; number 3, N, carries 1.694; number 4, C, carries -0.348